Entry from the OMol25 dataset: 2 unconnected molecules or ions with the total composition C9H18OSi in a non-equilibrium geometry (the ωB97M-V functional and the def2-TZVPD basis).

Values from the calculation:
2S+1: 1
Max |F|: 0.08284 hartree/bohr
Net charge: 0
Total energy: -19550.003 eV
Energy relative to the best compared isomer or geometry (same formula, charge and spin): 0.00 kJ/mol
Orbital gap: 0.3381 hartree

Atoms and positions in Å:
C 0.85416 -3.47004 -1.04857
C 1.61322 -2.38626 -1.23597
C 0.42174 -3.51173 0.36613
C 1.75752 -1.66472 0.02029
C 1.17454 -2.40067 0.97207
C 0.91476 -2.08861 2.44504
C 0.07725 2.06724 1.04401
C -2.30420 2.74852 -0.83405
C 0.40546 1.82752 -1.89390
O -1.48828 0.01285 -0.51443
Si -0.81678 1.55381 -0.61797
H 0.45851 -3.99793 -1.87580
H 1.98857 -1.96621 -2.21290
H -0.69269 -3.62145 0.65216
H 0.81274 -4.41945 0.80704
H 2.29758 -0.79365 0.23446
H -1.00541 -0.72055 -0.84029
H 0.57123 -2.94240 2.98993
H 0.25850 -1.31500 2.36885
H 1.75548 -1.65434 3.03377
H 0.35726 3.18159 1.00899
H -0.53163 2.08415 1.86116
H 1.00637 1.59617 1.21512
H -1.85725 3.76537 -0.83929
H -2.82632 2.65036 -1.78242
H -2.96840 2.67710 0.02823
H 1.33655 2.51069 -1.57798
H 0.91579 0.87670 -2.08499
H 0.14532 2.24758 -2.89125

Atoms 1-6, force components in eV/Å:
C -0.756 0.942 -0.767
C 0.456 1.410 -1.434
C -0.725 -1.432 0.474
C 0.078 -1.355 0.452
C -1.088 0.826 1.787
C 3.117 -0.728 -0.687